No. 1
A structure of composition F2H2N2O2S, computed with wB97M-V/def2-TZVPD.

For the energy, the calculation gives -23368.76734 eV. Its relative energy (zero: lowest compared OMol25 entry of this formula, charge and spin) is 102.22 kcal per mole.

```
9
Properties=species:S:1:pos:R:3:forces:R:3
N 1.075788 -0.326476 -0.016237 -0.691 0.809 -1.025
N -1.606396 0.491470 -0.258201 -0.917 -0.991 -1.697
O -1.244420 -1.909779 -0.303012 0.542 -1.754 -1.231
O 2.375439 0.253448 0.331423 -3.154 -0.607 0.421
F -2.102136 1.283486 0.697057 -0.209 1.747 1.132
F -0.798068 1.260341 -1.057062 0.163 0.033 0.786
S -0.961520 -0.882351 0.631709 2.129 2.437 1.499
H 2.098877 1.133533 0.028555 0.858 0.088 0.191
H 1.162434 -1.303676 -0.054230 1.281 -1.760 -0.075
```
Forces are in eV/Å.

---

No. 2
A cluster of 10 separate species, C39H88F15N5O20S5 in total, computed with wB97M-V/def2-TZVPD.

For the energy, the calculation gives -185205.24962 eV. Its relative energy (zero: lowest compared OMol25 entry of this formula, charge and spin) is 0.00 kcal per mole.

```
172
Properties=species:S:1:pos:R:3:forces:R:3
C -16.929924 -9.558685 11.775356 1.933 0.828 -0.169
N -17.131812 -9.819583 10.344676 -1.834 0.057 -0.315
C -16.050674 -9.359870 9.475282 0.701 -0.645 0.626
C -17.342648 -11.328423 10.156062 -2.209 1.812 -0.235
C -18.409612 -9.071602 9.914371 -0.490 -3.031 -1.995
C -18.545352 -7.650510 10.175172 -0.569 3.108 2.270
O -17.798098 -6.773101 9.308394 0.133 -2.976 -0.863
H -17.788250 -9.901780 12.293262 -0.587 -0.418 0.730
H -16.756598 -8.502258 11.948847 -0.409 0.216 -0.079
H -15.962120 -9.959176 12.077174 -0.314 -0.701 0.219
H -16.329166 -9.591640 8.468029 0.026 -0.076 -0.580
H -15.183674 -9.925457 9.783245 0.520 -0.010 -0.205
H -15.885009 -8.309344 9.584509 -0.009 0.593 0.125
H -17.431333 -11.487716 9.091570 0.349 -0.323 -0.207
H -18.312500 -11.595295 10.612479 0.375 0.248 -0.071
H -16.586430 -11.841040 10.661060 1.475 -0.753 0.397
H -19.258104 -9.633911 10.380422 0.779 0.683 -0.195
H -18.485789 -9.259126 8.796377 0.088 0.195 1.184
H -18.325494 -7.403614 11.268020 -0.215 -0.347 -1.305
H -19.641212 -7.470918 10.098250 0.586 0.050 -0.186
H -17.749830 -5.870329 9.535087 -0.397 1.352 0.990
C -18.555552 -15.196855 15.339288 0.629 -1.457 -1.833
N -18.015147 -13.929608 15.846409 1.032 -0.091 -0.118
C -18.708045 -12.768391 15.238138 -0.582 -0.514 -1.410
C -18.127174 -13.936922 17.301858 0.590 1.056 2.138
C -16.509809 -13.804994 15.539741 -0.321 -1.547 0.266
C -16.238311 -13.643846 14.034274 -0.261 -1.091 0.235
O -14.872625 -13.375391 13.859991 -0.125 -0.188 -0.214
H -17.979729 -16.068951 15.725017 -0.425 0.982 -0.094
H -18.500417 -15.255293 14.201561 -0.004 0.276 1.678
H -19.577902 -15.295844 15.633133 -0.736 0.166 0.246
H -18.952867 -13.035922 14.170165 0.231 0.496 1.184
H -18.034868 -11.940586 15.302862 0.217 0.540 -0.120
H -19.623004 -12.523311 15.745079 -0.475 -0.230 0.330
H -17.954469 -12.914741 17.688602 0.065 -0.354 -0.377
H -17.355686 -14.547097 17.840663 -0.791 0.204 -1.020
H -19.126296 -14.192746 17.638142 -0.190 -0.301 -0.294
H -16.088842 -14.781440 15.941566 -0.302 1.158 -0.713
H -16.118890 -13.001146 16.159812 -0.104 0.251 -0.187
H -16.907093 -12.925487 13.536258 0.384 0.188 0.315
H -16.454304 -14.612388 13.560063 0.209 0.205 0.013
H -14.762845 -12.443563 14.067768 0.356 0.663 0.005
C -18.345043 -11.819649 23.711042 -0.380 0.777 0.946
C -18.860981 -12.222560 22.325427 -0.705 -0.380 0.695
N -19.469057 -13.630996 22.238347 -0.182 -0.473 -0.697
C -20.817239 -13.568801 22.820301 -1.763 -0.109 -0.481
C -19.607662 -13.958230 20.756640 -0.520 -0.010 -0.016
C -20.043483 -15.381510 20.418691 1.977 -0.860 0.129
C -18.739053 -14.730110 22.909789 1.429 0.403 0.748
C -17.225726 -14.794092 22.661249 -0.400 0.509 -1.512
O -16.947623 -16.159691 22.540949 -1.219 0.377 0.120
C -15.665188 -16.459858 22.103270 0.245 -0.886 -1.604
H -19.132756 -11.753992 24.524814 0.529 -0.087 -1.227
H -17.941022 -10.780795 23.622324 -0.250 -0.844 -0.005
H -17.563359 -12.436889 24.166236 0.035 -0.005 -0.574
H -18.142900 -12.153135 21.519674 0.448 0.015 0.136
H -19.715295 -11.588062 22.068985 0.239 0.086 -0.116
H -21.336258 -14.552936 22.894075 0.864 0.557 0.000
H -21.449745 -12.956341 22.157252 0.244 -0.068 0.315
H -20.762775 -13.096279 23.783350 0.002 0.020 0.474
H -18.650007 -13.720696 20.329514 0.352 -0.110 -0.298
H -20.348730 -13.288498 20.373665 -0.369 0.739 -0.152
H -19.073172 -15.953364 20.389557 -1.055 -0.097 0.482
H -20.327065 -15.453960 19.354972 -0.629 0.322 0.673
H -20.757081 -15.844431 21.145466 0.426 0.405 -1.018
H -19.166266 -15.674126 22.607312 -0.147 -0.051 -0.033
H -18.853520 -14.613565 23.976646 -0.505 0.067 0.340
H -16.680814 -14.335063 23.461609 0.387 0.149 0.852
H -16.912041 -14.209163 21.756146 -0.416 -0.722 0.485
H -15.225165 -15.665187 21.464406 -0.281 -0.599 0.404
H -15.790253 -17.412925 21.519527 0.490 0.853 0.396
H -15.053660 -16.657550 22.953968 0.869 -0.119 0.634
C -11.723278 -15.524337 14.036717 4.477 -2.235 -0.901
C -12.604319 -15.342462 15.154098 -0.634 2.488 1.233
N -12.096388 -15.773816 16.573718 1.657 -0.289 -1.142
C -13.232637 -15.435083 17.410972 -0.782 -1.988 0.600
C -11.789805 -17.261909 16.599323 -0.450 -0.560 -0.734
C -12.740337 -18.137698 15.780248 0.611 -0.953 0.055
C -10.775266 -15.103124 17.115224 -1.324 0.548 -0.367
C -10.957561 -13.637827 17.462918 -0.204 -0.551 0.768
O -11.433006 -12.946021 16.376775 0.357 0.645 -0.769
C -11.683939 -11.573483 16.672351 0.114 0.332 -1.253
H -10.809135 -14.908185 14.018080 -0.356 0.265 0.343
H -12.202590 -15.296986 13.093175 -0.378 -0.506 -0.085
H -11.232843 -16.598962 14.100459 -1.286 1.786 -0.841
H -13.494629 -15.893664 14.876917 -0.327 -0.126 0.942
H -12.822631 -14.235670 15.234023 -0.099 -1.477 0.230
H -13.348618 -14.401136 17.376878 -0.118 1.711 0.575
H -13.168227 -15.897804 18.418514 0.042 0.655 -0.594
H -14.093423 -15.814779 16.867888 -0.307 -0.394 0.411
H -11.891567 -17.584861 17.626156 0.348 0.195 0.404
H -10.754634 -17.401701 16.245372 -0.401 0.162 0.275
H -12.630674 -19.217078 16.056215 0.313 0.926 -0.068
H -12.594701 -18.063972 14.707696 0.160 0.017 -0.023
H -13.778973 -17.950032 15.933405 -0.419 0.481 0.525
H -10.024686 -15.149325 16.359542 0.388 -0.539 -0.767
H -10.463738 -15.665594 17.997626 -0.182 -0.039 -0.145
H -10.030640 -13.172387 17.806495 0.368 -0.389 0.166
H -11.665952 -13.582581 18.275135 -0.339 0.242 0.671
H -12.543016 -11.527846 17.334675 -0.015 0.191 -0.072
H -11.871485 -11.145434 15.652110 -0.181 -0.052 1.189
H -10.832975 -11.000455 17.123171 -0.299 -0.806 -0.259
C -22.042820 -8.306104 15.200586 -0.055 -0.711 0.445
C -21.257036 -7.748185 16.383428 -1.852 1.051 -0.189
N -19.846815 -8.090664 16.551479 -0.192 -0.322 2.835
C -19.766185 -9.551516 16.580629 0.953 -1.447 -1.487
C -19.032845 -7.605504 15.442209 0.859 0.180 0.008
C -19.204953 -6.128319 15.119471 0.765 -0.346 0.188
C -19.422544 -7.574242 17.962330 -0.627 1.886 -0.920
C -17.979624 -7.942116 18.287730 -1.383 -0.555 0.356
O -17.590080 -7.230412 19.419783 1.360 -0.500 0.737
C -16.170342 -7.543040 19.636548 -1.659 0.575 0.921
H -22.954206 -7.677670 15.114021 0.599 -0.413 -0.147
H -22.364793 -9.356482 15.435908 0.315 0.994 -0.556
H -21.444598 -8.286044 14.289285 -0.421 -0.046 -0.183
H -21.833584 -8.048643 17.242775 0.345 -0.175 0.700
H -21.300472 -6.669471 16.362251 0.047 0.402 0.004
H -20.300160 -10.033151 17.395447 -0.246 0.389 0.126
H -18.711178 -9.875587 16.579110 -0.370 0.291 0.139
H -20.154977 -9.822319 15.587168 -0.070 -0.585 0.525
H -19.351570 -8.221663 14.607580 0.160 0.114 -0.408
H -17.984135 -7.891612 15.665194 -0.683 0.337 -0.311
H -20.070499 -5.966360 14.495040 -0.187 0.219 -0.153
H -18.293315 -5.931615 14.575674 0.101 0.485 -0.571
H -19.185759 -5.418164 15.955902 -0.173 -0.449 0.021
H -20.206770 -7.924918 18.638641 0.517 -0.507 0.052
H -19.563146 -6.439391 17.976905 0.431 -1.413 -0.299
H -17.349245 -7.679845 17.466863 0.573 0.121 -0.754
H -17.922925 -9.030122 18.439929 0.194 0.126 0.103
H -15.977048 -8.580579 19.803234 -0.325 -0.927 -0.043
H -15.812772 -7.038007 20.523403 -0.174 0.477 0.031
H -15.664928 -7.247834 18.768142 1.038 0.598 -1.056
C -14.295221 -9.201432 16.267613 -0.695 0.767 0.907
F -13.145269 -8.853021 15.668947 -0.649 -0.092 0.420
F -14.036844 -10.016404 17.288565 -0.076 0.216 -0.254
F -14.891293 -8.081285 16.792186 1.113 -0.404 0.146
S -15.544180 -9.803299 15.074953 0.530 -1.283 -0.389
O -16.577889 -10.590198 15.766170 1.437 0.507 -0.381
O -16.021077 -8.525484 14.637117 -0.600 0.585 -1.165
O -14.670085 -10.527568 14.127471 -1.297 0.102 0.672
C -23.604299 -10.171592 19.164175 -0.550 -0.703 0.808
F -23.962169 -9.053214 19.782441 -0.152 0.512 0.194
F -24.655865 -11.005990 19.163167 0.034 0.300 -0.116
F -23.313895 -9.859578 17.915577 0.287 0.029 -0.883
S -22.217992 -10.980119 20.055990 0.605 -3.294 -1.489
O -21.014986 -10.389621 19.488004 -0.035 0.537 0.131
O -22.475296 -10.710039 21.440756 -0.002 0.159 0.529
O -22.348846 -12.424328 19.655592 0.130 2.419 0.840
C -15.930987 -19.316258 14.572893 0.063 -1.780 -0.513
F -15.443700 -19.808068 13.380846 -0.910 0.746 1.000
F -17.116983 -19.921609 14.841814 0.676 0.672 -0.518
F -15.075434 -19.773279 15.503183 -0.073 0.178 0.033
S -16.019983 -17.478272 14.612074 -0.773 -0.184 0.087
O -17.214106 -17.127559 13.872078 0.314 -0.456 0.217
O -16.070180 -17.230504 16.060301 0.099 0.133 -0.910
O -14.799804 -17.101625 13.949535 0.384 0.246 -0.085
C -22.638945 -10.356582 11.686465 -1.850 -0.239 0.299
F -23.349553 -11.507736 11.433892 1.303 1.089 0.222
F -22.508221 -9.663397 10.581365 0.185 0.065 -1.467
F -23.462958 -9.593740 12.457791 0.778 -0.580 0.296
S -20.965253 -10.593048 12.417069 1.077 -0.819 -0.885
O -20.264524 -11.590784 11.566419 -0.887 1.593 0.686
O -20.384752 -9.234116 12.327974 -0.500 -1.219 0.292
O -21.296543 -11.092525 13.720421 0.265 0.183 0.715
C -14.894935 -11.833829 20.700239 -1.982 -0.859 0.853
F -15.726143 -10.872301 20.266489 0.080 0.171 -0.198
F -13.689919 -11.386987 20.744720 1.739 0.742 -0.112
F -15.284706 -12.091679 21.984540 0.081 -0.133 -0.243
S -15.063125 -13.321846 19.636474 -0.417 -0.004 1.085
O -14.183307 -14.317547 20.239756 -0.610 0.509 -0.398
O -16.516247 -13.601597 19.766355 1.840 0.228 -0.594
O -14.565665 -12.760961 18.400561 -0.569 -0.365 -0.571
```
Forces are in eV/Å.

---

No. 3
The molecule C18H17N3O3S, computed with wB97M-V/def2-TZVPD.

For the energy, the calculation gives -40389.84320 eV. Its relative energy (zero: lowest compared OMol25 entry of this formula, charge and spin) is 52.53 kcal per mole. As for the SMILES: Cc1ccc2sc(NNC(=O)[C@@H]3COc4ccccc4O3)nc2c1C.

```
42
Properties=species:S:1:pos:R:3:forces:R:3
C -5.598710 -2.155893 0.060533 0.041 0.039 -0.006
C -4.817261 -0.901264 0.306730 0.024 0.092 0.035
C -5.302103 0.055427 1.197653 -0.016 0.020 0.022
C -4.616244 1.225563 1.462103 0.059 0.083 0.036
C -3.416604 1.429814 0.811026 0.134 -0.166 -0.178
S -2.320739 2.786773 0.939042 0.164 -0.307 -0.298
C -1.287357 1.956745 -0.232271 -0.565 0.108 0.397
N -0.172937 2.580496 -0.714534 0.728 0.288 -0.025
N 0.727706 1.763904 -1.416607 -0.562 0.047 -0.061
C 1.982377 1.575142 -0.930836 -0.039 0.024 -0.321
O 2.435066 2.239501 -0.028894 0.072 0.103 0.158
C 2.760968 0.487716 -1.686443 -0.235 -0.304 0.252
C 2.279059 -0.894390 -1.204329 0.094 0.081 -0.523
O 2.457355 -1.014220 0.182652 0.129 0.179 0.353
C 3.684887 -0.565656 0.618690 0.155 -0.066 -0.079
C 4.093773 -0.908471 1.899643 -0.097 0.052 -0.221
C 5.327153 -0.498096 2.367235 -0.022 -0.037 0.066
C 6.163725 0.251020 1.555445 0.054 0.046 -0.013
C 5.756450 0.613327 0.286256 -0.225 -0.080 -0.135
C 4.512460 0.219163 -0.185904 0.033 -0.146 0.205
O 4.139025 0.607994 -1.453313 0.082 0.077 0.107
N -1.706000 0.824671 -0.665401 0.801 -0.044 -0.498
C -2.906728 0.481136 -0.097338 -0.669 0.238 0.599
C -3.608020 -0.696518 -0.354480 0.056 0.150 0.046
C -3.051848 -1.698188 -1.316881 -0.019 0.045 0.039
H -5.008032 -3.032237 0.325317 -0.020 -0.125 -0.010
H -5.863317 -2.242120 -0.992830 -0.058 -0.089 -0.068
H -6.512280 -2.163433 0.648777 -0.063 -0.044 0.015
H -6.241837 -0.123915 1.698867 -0.101 -0.034 0.040
H -5.001223 1.955950 2.155605 -0.093 0.054 0.095
H 0.329055 3.203334 -0.086658 -0.041 -0.187 -0.159
H 0.257008 1.095415 -2.010161 0.099 0.059 0.065
H 2.616516 0.599094 -2.765330 -0.043 -0.042 0.144
H 2.859545 -1.665039 -1.732570 -0.099 0.119 0.044
H 1.214230 -1.045329 -1.394276 0.090 0.021 -0.033
H 3.426456 -1.498597 2.507264 -0.086 -0.086 0.070
H 5.636718 -0.768513 3.364910 0.026 -0.029 0.087
H 7.131392 0.564509 1.915458 0.086 0.033 0.026
H 6.379858 1.211869 -0.358123 0.074 0.093 -0.083
H -3.749022 -1.871351 -2.135910 -0.011 -0.077 -0.091
H -2.878007 -2.651256 -0.818502 0.029 -0.115 -0.031
H -2.112527 -1.334082 -1.721598 0.031 -0.073 -0.066
```
Forces are in eV/Å.

---

In eV, the LUMO energy values for the records above are, in order, -1.40 0.04 0.60.
In eV, the orbital gap values for the records above are, in order, 7.78 9.32 8.86.